(1)
C24H33AsBF2N5Ru | ωB97M-V with the def2-TZVPD basis set

Geometry as XYZ:
```
67
Properties=species:S:1:pos:R:3
Ru 0.110 -0.152 -1.590
C 3.567 -0.659 -0.705
C 2.787 0.473 -0.151
N 1.509 0.785 -0.436
C 1.189 1.922 0.309
C 2.269 2.274 1.032
N 3.261 1.362 0.730
C 4.621 1.352 1.323
N 4.888 0.138 1.999
N 5.809 -0.724 1.450
N 5.838 -1.791 2.131
C 4.932 -1.681 3.176
C 4.626 -2.588 4.194
C 3.667 -2.200 5.100
C 3.031 -0.942 5.004
C 3.328 -0.039 4.007
C 4.303 -0.447 3.090
H 3.126 -1.025 -1.628
H 3.614 -1.479 0.015
H 4.593 -0.358 -0.911
H 0.221 2.391 0.266
H 2.433 3.086 1.720
H 4.674 2.223 1.976
H 5.360 1.450 0.530
H 5.129 -3.542 4.259
H 3.400 -2.860 5.913
H 2.296 -0.674 5.752
H 2.854 0.933 3.970
C -3.087 0.409 -3.794
As -1.858 1.135 -2.509
C -1.534 2.945 -3.066
C -2.862 1.166 -0.810
C -3.818 2.329 -0.798
C -5.092 2.183 -1.340
C -5.961 3.265 -1.380
C -5.562 4.494 -0.876
C -4.293 4.642 -0.330
C -3.423 3.563 -0.294
H -3.932 1.098 -3.833
H -3.419 -0.576 -3.477
H -2.610 0.347 -4.769
H -2.455 3.493 -2.865
H -1.315 2.932 -4.132
H -0.705 3.390 -2.522
H -2.183 1.188 0.045
H -3.385 0.207 -0.795
H -5.419 1.218 -1.711
H -6.953 3.141 -1.793
H -6.242 5.334 -0.893
H -3.986 5.597 0.075
H -2.440 3.691 0.149
F 0.236 -1.880 -3.568
B 0.239 -2.492 -2.368
F 1.453 -2.740 -1.889
C -2.409 -4.350 -0.204
C -0.999 -3.889 -0.549
C -0.227 -3.493 0.703
C -1.068 -2.698 -1.547
H -2.375 -5.192 0.487
H -2.965 -4.667 -1.086
H -2.967 -3.545 0.283
H -0.471 -4.709 -1.044
H -0.762 -2.705 1.243
H 0.785 -3.144 0.487
H -0.134 -4.341 1.379
H -1.322 -1.821 -0.895
H -1.915 -2.749 -2.237
```

* HOMO energy (spin up / spin down): -13.617 / -13.617 eV
* multiplicity: 5
* strongest force on any atom: 0.6 eV/Å
* frontier orbital gap (spin up / spin down): 7.956 / 4.945 eV
* total charge: +2

=====

(2)
C48H70BGeN6OPbS3 | ωB97M-V with the def2-TZVPD basis set

Geometry as XYZ:
```
131
Properties=species:S:1:pos:R:3
Pb -0.038 -0.463 -0.722
C -1.785 -3.512 5.061
C -1.681 -2.274 4.174
C -2.439 -1.131 4.838
C -2.237 -2.619 2.794
N -0.229 -1.911 4.019
C 0.807 -2.627 4.565
C 1.957 -2.080 4.114
N 1.647 -1.056 3.259
B 2.887 -0.541 2.402
N 3.374 -1.681 1.500
C 4.722 -1.803 1.236
C 4.879 -2.773 0.321
N 3.622 -3.260 0.014
C 2.706 -2.580 0.751
S 1.004 -2.816 0.758
C 3.360 -4.270 -1.059
C 4.695 -4.757 -1.621
C 2.586 -3.587 -2.186
C 2.619 -5.474 -0.482
N 2.738 0.808 1.655
C 2.904 1.957 2.398
C 3.044 2.989 1.556
N 2.990 2.487 0.266
C 2.814 1.145 0.340
S 2.687 0.039 -0.989
C 3.173 3.439 -0.890
C 1.911 4.299 -0.956
C 4.418 4.284 -0.599
C 3.396 2.751 -2.231
C 0.311 -0.952 3.233
S -0.619 0.183 2.260
H -2.841 -3.756 5.164
H -1.392 -3.334 6.062
H -1.289 -4.376 4.620
H -3.462 -1.456 5.028
H -2.481 -0.250 4.206
H -1.983 -0.867 5.794
H -3.271 -2.947 2.899
H -1.660 -3.424 2.340
H -2.236 -1.765 2.115
H 0.656 -3.459 5.223
H 2.979 -2.352 4.313
H 3.745 -0.361 3.227
H 5.449 -1.181 1.727
H 5.775 -3.157 -0.124
H 5.258 -3.955 -2.099
H 4.479 -5.504 -2.383
H 5.312 -5.232 -0.859
H 3.138 -2.719 -2.550
H 1.601 -3.268 -1.855
H 2.464 -4.290 -3.011
H 3.218 -5.952 0.295
H 2.456 -6.200 -1.280
H 1.655 -5.198 -0.064
H 2.914 1.932 3.471
H 3.177 4.033 1.758
H 1.812 4.945 -0.081
H 1.029 3.663 -1.028
H 1.942 4.934 -1.842
H 4.306 4.930 0.269
H 4.610 4.927 -1.456
H 5.289 3.644 -0.451
H 2.548 2.149 -2.541
H 4.285 2.121 -2.224
H 3.542 3.544 -2.965
C -0.148 -2.344 -4.517
C -1.310 -2.129 -3.577
C -2.132 -1.000 -3.782
C -1.847 -0.138 -4.986
C -3.206 -0.755 -2.923
C -4.153 0.397 -3.143
C -3.450 -1.613 -1.831
C -4.601 -1.282 -0.917
C -2.653 -2.743 -1.647
C -2.897 -3.748 -0.548
C -1.604 -3.019 -2.543
C -0.879 -4.333 -2.376
H -0.486 -2.650 -5.510
H 0.551 -3.093 -4.160
H 0.417 -1.421 -4.655
H -0.807 0.188 -5.006
H -2.451 0.761 -5.028
H -2.020 -0.697 -5.909
H -5.091 0.037 -3.575
H -3.757 1.160 -3.805
H -4.406 0.891 -2.206
H -5.561 -1.371 -1.429
H -4.513 -0.251 -0.566
H -4.643 -1.913 -0.035
H -1.975 -3.984 -0.013
H -3.260 -4.692 -0.963
H -3.629 -3.421 0.181
H -1.595 -5.156 -2.413
H -0.366 -4.405 -1.414
H -0.149 -4.518 -3.156
Ge -1.834 1.915 -0.891
C -2.230 3.532 0.198
C -1.349 4.595 0.406
C -1.694 5.664 1.221
C -2.942 5.701 1.833
C -3.840 4.665 1.622
C -3.478 3.589 0.820
C -1.359 2.735 -2.647
C -0.332 2.280 -3.474
C -0.134 2.805 -4.744
C -0.970 3.805 -5.218
C -2.000 4.274 -4.413
C -2.188 3.745 -3.143
H -0.149 1.696 -0.273
H -0.381 4.597 -0.084
H -0.997 6.481 1.366
H -3.216 6.541 2.457
H -4.820 4.695 2.080
H -4.183 2.773 0.688
H 0.349 1.509 -3.122
H 0.680 2.442 -5.361
H -0.817 4.224 -6.204
H -2.654 5.058 -4.775
H -2.987 4.142 -2.525
C -2.024 2.481 3.635
C -0.514 2.472 3.646
C 0.077 2.121 4.995
O 0.085 1.595 2.626
H -2.367 3.381 4.144
H -2.447 1.623 4.157
H -2.418 2.521 2.620
H -0.155 3.445 3.306
H -0.275 1.141 5.330
H -0.229 2.856 5.741
H 1.165 2.108 4.957
```

* HOMO energy: -8.921 eV
* strongest force on any atom: 0.5 eV/Å
* frontier orbital gap: 6.467 eV
* total charge: +1

=====

(3)
C15H16F3I3NO8PS | ωB97M-V with the def2-TZVPD basis set

Geometry as XYZ:
```
48
Properties=species:S:1:pos:R:3
C 1.431 3.430 1.430
C 0.591 3.136 0.313
C 0.069 1.661 -0.088
C -0.920 1.053 0.965
C -1.511 -0.344 0.715
C -2.523 -0.930 1.789
C -3.659 0.175 2.174
O -3.416 1.050 3.028
I -5.656 0.135 1.250
C -1.085 -1.078 -0.623
P -1.843 -2.774 -0.824
O -3.388 -2.685 -0.897
O -1.526 -3.625 0.653
O -1.255 -3.761 -2.052
C -0.113 -0.343 -1.619
C 0.188 -1.158 -2.958
C -1.217 -1.190 -3.796
O -1.411 -2.091 -4.634
I -2.824 0.284 -3.472
N 0.452 0.983 -1.322
C 1.418 1.634 -2.285
I 0.482 2.178 -4.202
C 2.793 0.754 -2.457
C 3.324 0.680 -3.969
H 2.107 4.356 1.326
H 1.396 2.774 2.362
H 0.253 3.969 -0.411
H -1.225 1.610 1.921
H -3.102 -1.857 1.459
H -1.925 -1.085 2.767
H -0.571 -3.886 0.542
H -0.350 -4.109 -1.881
H 0.934 -0.680 -3.671
H 0.592 -2.224 -2.769
H 1.808 2.642 -1.899
H 3.628 1.211 -1.819
H 2.578 -0.290 -2.017
H 4.367 0.183 -3.928
H 2.695 -0.006 -4.653
H 3.494 1.703 -4.460
C -0.057 -0.427 5.515
F -0.129 -1.770 5.686
F -1.261 -0.049 5.012
F 0.011 0.104 6.758
S 1.367 0.085 4.434
O 1.138 -0.568 3.145
O 2.559 -0.399 5.116
O 1.287 1.540 4.352
```

* HOMO energy: -8.618 eV
* strongest force on any atom: 5.6 eV/Å
* frontier orbital gap: 6.034 eV
* total charge: 0

=====

(4)
C5H13NP | ωB97M-V with the def2-TZVPD basis set

Geometry as XYZ:
```
20
Properties=species:S:1:pos:R:3
C 4.355 1.255 -0.364
C 1.890 -1.244 -0.142
C -3.753 1.055 0.438
C 2.814 -0.420 0.623
C -3.134 0.011 -0.481
N 3.611 0.399 0.122
P -1.348 -0.338 -0.075
H 5.389 1.031 -0.608
H 3.989 2.260 -0.555
H 2.140 -1.294 -1.197
H 1.806 -2.240 0.287
H 0.885 -0.782 -0.047
H -3.653 0.770 1.481
H -3.288 2.029 0.296
H -4.811 1.150 0.212
H -1.266 -1.489 -0.860
H 2.797 -0.486 1.710
H -3.169 0.347 -1.521
H -3.669 -0.939 -0.405
H -1.585 -1.076 1.086
```

* HOMO energy: -12.370 eV
* strongest force on any atom: 0.9 eV/Å
* frontier orbital gap: 7.810 eV
* total charge: +1

=====

(5)
C51H53N10O3PbS | ωB97M-V with the def2-TZVPD basis set

Geometry as XYZ:
```
119
Properties=species:S:1:pos:R:3
Pb 0.967 0.912 0.041
C -10.126 0.462 -9.157
O -8.691 0.498 -9.365
C -7.864 0.517 -8.364
C -8.266 0.505 -6.996
C -7.311 0.527 -6.028
C -5.928 0.561 -6.358
C -5.545 0.572 -7.733
C -6.483 0.550 -8.709
C -4.908 0.584 -5.377
N -3.598 0.612 -5.661
C -2.971 0.628 -4.481
C -3.884 0.610 -3.424
N -5.106 0.582 -4.007
C -3.485 0.623 -2.046
C -4.376 0.589 -0.968
C -3.880 0.601 0.311
C -2.497 0.659 0.480
N -1.635 0.699 -0.525
C -2.101 0.669 -1.787
C -1.126 0.668 -2.896
N 0.179 0.666 -2.583
C 1.075 0.642 -3.556
C 0.735 0.626 -4.910
C -0.596 0.630 -5.247
C -1.552 0.647 -4.227
H -10.553 0.451 -10.152
H -10.440 1.355 -8.620
H -10.395 -0.444 -8.619
H -9.312 0.479 -6.733
H -7.632 0.518 -4.994
H -4.493 0.597 -7.975
H -6.221 0.558 -9.758
H -5.995 0.561 -3.536
H -5.445 0.549 -1.135
H -4.533 0.567 1.171
H -2.068 0.669 1.475
H 2.116 0.629 -3.249
H 1.508 0.607 -5.665
H -0.921 0.615 -6.279
C 0.397 -2.123 6.893
C 0.365 -0.620 6.617
C -0.878 -0.016 7.288
C 1.633 0.020 7.206
C 0.326 -0.309 5.128
C 0.239 1.012 4.681
C 0.247 1.272 3.331
N 0.305 0.313 2.397
C 0.366 -0.965 2.799
C 0.390 -1.292 4.149
C 0.403 -2.014 1.731
C 0.376 -3.365 2.023
C 0.408 -4.321 1.005
C 0.452 -3.840 -0.299
C 0.476 -2.474 -0.517
N 0.455 -1.575 0.464
C 0.397 -5.802 1.354
C 0.434 -6.682 0.105
C 1.632 -6.112 2.216
C -0.879 -6.116 2.149
H 0.413 -2.289 7.970
H 1.289 -2.597 6.479
H -0.489 -2.628 6.499
H -0.876 -0.268 8.348
H -1.795 -0.413 6.849
H -0.900 1.071 7.209
H 1.674 -0.172 8.279
H 1.644 1.102 7.062
H 2.533 -0.400 6.753
H 0.179 1.836 5.378
H 0.222 2.292 2.964
H 0.461 -2.326 4.444
H 0.328 -3.697 3.048
H 0.476 -4.510 -1.145
H 0.529 -2.079 -1.526
H 1.336 -6.514 -0.486
H -0.439 -6.523 -0.532
H 0.432 -7.729 0.405
H 2.554 -5.883 1.680
H 1.642 -7.173 2.469
H 1.630 -5.550 3.151
H -1.774 -5.876 1.571
H -0.921 -5.567 3.091
H -0.907 -7.180 2.388
O 10.000 1.541 -0.439
C 9.174 1.280 0.586
O 9.511 1.467 1.716
C 7.790 0.776 0.261
C 6.814 0.974 1.243
C 5.535 0.518 1.047
C 5.195 -0.164 -0.145
S 3.623 -0.776 -0.361
C 6.193 -0.370 -1.124
C 7.475 0.097 -0.916
H 9.572 1.420 -1.293
H 7.106 1.470 2.159
H 4.769 0.662 1.796
H 5.942 -0.912 -2.025
H 8.233 -0.104 -1.664
N -0.441 5.529 0.299
C 0.599 5.588 -0.594
C 0.951 4.296 -0.826
N 0.142 3.452 -0.094
C -0.682 4.231 0.570
H -0.946 6.317 0.672
H 0.980 6.517 -0.978
H 1.735 3.922 -1.465
H -1.460 3.908 1.244
C 4.840 3.155 4.199
N 4.118 3.800 3.097
C 4.588 5.113 2.644
C 3.371 3.072 2.303
N 2.701 2.426 1.609
H 4.808 3.807 5.070
H 5.881 2.974 3.927
H 4.359 2.211 4.444
H 4.653 5.773 3.506
H 3.878 5.527 1.933
H 5.570 5.036 2.175
```

* HOMO energy (spin up / spin down): -14.741 / -14.309 eV
* strongest force on any atom: 0.2 eV/Å
* frontier orbital gap (spin up / spin down): 6.500 / 4.549 eV
* total charge: +3

=====

(6)
C30H28N6O5S | ωB97M-V with the def2-TZVPD basis set

Geometry as XYZ:
```
70
Properties=species:S:1:pos:R:3
C -2.372 -4.277 2.728
H -1.966 -4.320 3.737
O -1.503 -3.436 2.007
C -1.740 -3.239 0.680
C -2.823 -3.749 -0.025
C -2.953 -3.501 -1.382
C -2.012 -2.747 -2.058
C -0.931 -2.225 -1.369
C -0.798 -2.464 -0.012
N 0.318 -1.935 0.670
C 0.367 -0.974 1.637
N 1.608 -0.693 1.924
N 2.402 -1.481 1.185
C 1.634 -2.214 0.425
S 2.111 -3.478 -0.669
C 3.388 -2.685 -1.728
C 4.243 -1.709 -0.965
O 5.313 -2.118 -0.515
C 3.793 -0.338 -0.821
C 4.530 0.537 0.000
N 5.652 0.137 0.586
H 6.086 0.671 1.316
H 5.860 -0.862 0.436
N 4.120 1.823 0.183
C 3.021 2.371 -0.474
O 2.764 3.550 -0.381
N 2.286 1.496 -1.216
C 2.553 0.134 -1.384
O 1.729 -0.526 -1.995
C 1.088 1.998 -1.869
H 1.116 1.730 -2.924
H 0.202 1.552 -1.415
H 1.058 3.076 -1.744
C 4.860 2.710 1.060
H 5.891 2.821 0.720
H 4.833 2.341 2.087
H 4.367 3.680 1.016
H 4.009 -3.519 -2.053
H 2.865 -2.226 -2.563
C -0.843 -0.357 2.249
H -0.543 0.234 3.121
H -1.523 -1.151 2.571
O -1.585 0.408 1.326
C -1.178 1.684 1.039
C -0.019 2.266 1.535
C 0.264 3.594 1.259
C -0.589 4.344 0.473
C -1.729 3.757 -0.048
C -2.043 2.431 0.220
C -3.266 1.830 -0.339
C -4.479 2.507 -0.249
C -5.633 1.958 -0.777
C -5.591 0.725 -1.406
C -4.388 0.047 -1.506
C -3.234 0.594 -0.978
H -2.300 0.061 -1.071
H -4.344 -0.915 -1.996
H -6.493 0.295 -1.817
H -6.569 2.492 -0.696
H -4.517 3.463 0.254
H -2.391 4.327 -0.684
H -0.362 5.376 0.257
H 1.163 4.039 1.656
H 0.675 1.690 2.127
H -0.180 -1.635 -1.872
H -2.115 -2.561 -3.115
H -3.800 -3.912 -1.909
H -3.568 -4.345 0.476
H -2.396 -5.284 2.303
H -3.388 -3.868 2.763
```

* HOMO energy: -8.178 eV
* strongest force on any atom: 1.1 eV/Å
* frontier orbital gap: 8.789 eV
* total charge: 0

=====

| no. | E_tot (eV) |
| --- | --- |
| 1 | -102391.7726 |
| 2 | -156844.6540 |
| 3 | -86256.2296 |
| 4 | -16165.8937 |
| 5 | -90854.4932 |
| 6 | -61579.3460 |